{"formula": "C15H15Cl3N2O2S", "method": "ωB97M-V/def2-TZVPD", "orbital_gap_ha": 0.2090, "e_lumo_ev": -1.189, "largest_force_ev_per_a": 4.253, "e_homo_ev": -6.88, "total_energy_ev": -71268.71294, "symbols": ["O", "N", "O", "C", "C", "Cl", "C", "Cl", "Cl", "C", "S", "C", "C", "C", "C", "C", "C", "N", "C", "C", "C", "C", "C", "H", "H", "H", "H", "H", "H", "H", "H", "H", "H", "H", "H", "H", "H", "H"], "xyz": [[1.6357, 0.7526, -2.6024], [0.6987, 0.0892, -3.0914], [0.4203, 0.1064, -4.2996], [-0.0382, -0.7021, -2.2238], [-0.4299, -2.0537, -2.5163], [-1.5692, -2.8490, -1.3140], [0.0441, -2.7590, -3.7223], [1.6359, -2.7406, -4.3268], [-1.0227, -3.7548, -4.6731], [-0.4019, -0.2565, -0.8365], [-1.7534, 0.8267, -0.7541], [-1.1783, 2.3864, -0.0144], [-2.1787, 3.1626, 0.5905], [-1.8509, 4.4174, 1.1613], [-0.5303, 4.7546, 1.3091], [0.4814, 3.9994, 0.7992], [0.1295, 2.8127, 0.1373], [0.2767, -0.7360, 0.1937], [0.1307, -0.2317, 1.5602], [-0.4501, -1.5689, 2.2671], [0.5279, -2.7189, 2.2538], [1.2632, -2.8682, 0.8642], [1.5279, -1.6549, -0.0130], [-3.3177, 2.9444, 0.6499], [-2.6642, 5.0572, 1.5487], [-0.1087, 5.6524, 1.8321], [1.4971, 4.4705, 0.6997], [0.9368, 2.1789, -0.2823], [-0.6845, 0.4841, 1.6189], [1.0708, 0.2411, 1.9806], [-0.8713, -1.2891, 3.2903], [-1.3260, -1.8216, 1.6443], [-0.0486, -3.6342, 2.4843], [1.2315, -2.4981, 3.0559], [0.5614, -3.5519, 0.3169], [2.1738, -3.4279, 1.1015], [1.6823, -1.9365, -1.0289], [2.4987, -1.2828, 0.3394]], "forces_ev_per_angstrom": [[-0.74, -0.09, 0.13], [-0.14, 1.05, -1.48], [0.55, -0.18, 1.04], [-1.82, -2.88, 2.48], [1.82, -0.96, -3.66], [0.32, 0.58, -1.55], [-2.22, 0.92, 3.51], [0.05, 0.70, 0.16], [0.14, 0.04, 0.65], [3.09, -0.27, -0.78], [0.11, 1.19, -0.12], [-0.94, -0.22, 1.59], [-1.97, 1.30, 0.20], [-1.05, -1.03, 0.28], [1.22, 2.30, 1.10], [0.59, -0.73, -1.68], [1.78, -0.81, -0.76], [2.36, 1.56, -1.57], [-1.11, -2.21, 1.19], [-0.65, 2.04, 0.52], [0.22, 0.87, -0.23], [-1.81, -2.12, 0.53], [-0.95, 0.09, 2.11], [2.25, -0.18, -0.56], [0.62, -0.48, -0.19], [-1.33, -0.48, -0.48], [-0.95, -1.11, 0.50], [-0.53, 0.50, 0.06], [0.25, 0.16, -0.23], [-0.91, -0.90, -0.69], [0.77, -0.58, -1.13], [0.20, 0.18, 0.22], [0.67, 0.25, -0.09], [0.27, -0.41, 0.04], [0.92, 0.47, 0.15], [0.01, 0.15, -0.53], [-0.44, 0.03, -0.72], [-0.66, 1.27, 0.00]], "lowdin_charge": [0.025, -0.384, 0.029, -0.315, -0.587, 0.631, -1.177, 0.644, 0.568, -0.517, 1.088, -0.492, -0.110, -0.086, -0.128, -0.086, -0.097, -0.051, -0.109, -0.169, -0.194, -0.171, -0.061, 0.138, 0.114, 0.123, 0.132, 0.113, 0.084, 0.157, 0.131, 0.100, 0.119, 0.103, 0.088, 0.113, 0.100, 0.134]}